{
  "formula": "C92H138F10N8O8",
  "method": "ωB97M-V with the def2-TZVPD basis set",
  "species": ["F", "C", "C", "C", "C", "C", "C", "H", "H", "H", "H", "H", "F", "C", "C", "C", "C", "C", "C", "H", "H", "H", "H", "H", "F", "C", "C", "C", "C", "C", "C", "H", "H", "H", "H", "H", "F", "C", "C", "C", "C", "C", "C", "H", "H", "H", "H", "H", "F", "C", "C", "C", "C", "C", "C", "H", "H", "H", "H", "H", "F", "C", "C", "C", "C", "C", "C", "H", "H", "H", "H", "H", "F", "C", "C", "C", "C", "C", "C", "H", "H", "H", "H", "H", "F", "C", "C", "C", "C", "C", "C", "H", "H", "H", "H", "H", "F", "C", "C", "C", "C", "C", "C", "H", "H", "H", "H", "H", "F", "C", "C", "C", "C", "C", "C", "H", "H", "H", "H", "H", "C", "C", "C", "O", "C", "N", "H", "H", "H", "H", "H", "H", "H", "H", "H", "H", "H", "C", "C", "C", "O", "C", "N", "H", "H", "H", "H", "H", "H", "H", "H", "H", "H", "H", "C", "C", "C", "O", "C", "N", "H", "H", "H", "H", "H", "H", "H", "H", "H", "H", "H", "C", "C", "C", "O", "C", "N", "H", "H", "H", "H", "H", "H", "H", "H", "H", "H", "H", "C", "C", "C", "O", "C", "N", "H", "H", "H", "H", "H", "H", "H", "H", "H", "H", "H", "C", "C", "C", "O", "C", "N", "H", "H", "H", "H", "H", "H", "H", "H", "H", "H", "H", "C", "C", "C", "O", "C", "N", "H", "H", "H", "H", "H", "H", "H", "H", "H", "H", "H", "C", "C", "C", "O", "C", "N", "H", "H", "H", "H", "H", "H", "H", "H", "H", "H", "H"],
  "coordinates": [[-2.789, 3.306, -1.284], [-3.570, 4.388, -1.583], [-3.183, 5.077, -2.729], [-4.026, 6.141, -3.019], [-5.103, 6.524, -2.202], [-5.449, 5.740, -1.086], [-4.667, 4.658, -0.811], [-2.262, 4.838, -3.287], [-3.890, 6.776, -3.877], [-5.623, 7.516, -2.395], [-6.292, 5.985, -0.421], [-4.837, 4.099, 0.101], [-0.920, 6.807, -4.604], [0.346, 7.133, -4.386], [0.833, 7.040, -3.097], [2.134, 7.433, -2.823], [2.911, 7.974, -3.882], [2.468, 7.888, -5.171], [1.187, 7.437, -5.433], [0.136, 6.733, -2.344], [2.539, 7.383, -1.828], [3.935, 8.261, -3.634], [3.165, 8.221, -5.948], [0.764, 7.463, -6.429], [-1.722, -5.790, 2.151], [-2.530, -4.775, 1.633], [-1.894, -3.797, 0.886], [-2.635, -2.751, 0.400], [-3.977, -2.621, 0.772], [-4.577, -3.603, 1.505], [-3.830, -4.677, 2.002], [-0.891, -4.008, 0.542], [-2.177, -2.078, -0.311], [-4.459, -1.670, 0.490], [-5.622, -3.404, 1.763], [-4.182, -5.383, 2.761], [-0.407, 5.496, -0.296], [-0.690, 5.882, 0.953], [-1.974, 6.179, 1.392], [-2.148, 6.444, 2.773], [-1.073, 6.432, 3.635], [0.177, 6.174, 3.164], [0.387, 5.884, 1.854], [-2.862, 6.182, 0.707], [-3.092, 6.666, 3.251], [-1.071, 6.581, 4.722], [0.959, 6.133, 3.923], [1.380, 5.563, 1.559], [5.655, -5.050, 1.001], [6.456, -4.429, 0.122], [6.316, -4.717, -1.230], [7.110, -4.021, -2.140], [8.017, -3.056, -1.664], [8.127, -2.739, -0.310], [7.298, -3.424, 0.587], [5.514, -5.353, -1.599], [7.053, -4.205, -3.195], [8.608, -2.517, -2.388], [8.748, -1.877, -0.027], [7.214, -3.166, 1.634], [-4.557, -6.750, -4.868], [-3.713, -6.606, -3.792], [-3.408, -5.360, -3.385], [-2.567, -5.245, -2.292], [-2.097, -6.373, -1.632], [-2.484, -7.626, -2.064], [-3.341, -7.798, -3.144], [-3.751, -4.439, -3.865], [-2.327, -4.279, -1.920], [-1.426, -6.329, -0.806], [-2.179, -8.527, -1.524], [-3.651, -8.748, -3.595], [3.468, -3.069, 0.436], [2.699, -4.132, 0.287], [2.485, -4.974, 1.354], [1.618, -6.021, 1.255], [0.929, -6.296, 0.077], [1.178, -5.457, -1.003], [1.984, -4.303, -0.889], [3.096, -4.875, 2.247], [1.369, -6.662, 2.068], [0.197, -7.057, -0.044], [0.717, -5.622, -1.955], [2.070, -3.638, -1.765], [-7.925, 0.586, 1.615], [-6.761, 0.774, 0.981], [-5.662, 1.128, 1.666], [-4.458, 1.279, 1.048], [-4.350, 1.046, -0.310], [-5.501, 0.814, -1.011], [-6.788, 0.699, -0.409], [-5.812, 1.202, 2.711], [-3.612, 1.562, 1.646], [-3.394, 1.207, -0.784], [-5.459, 0.830, -2.100], [-7.658, 0.569, -1.103], [4.691, 1.845, 2.403], [4.118, 2.774, 1.625], [4.935, 3.764, 1.096], [4.522, 4.578, 0.104], [3.153, 4.546, -0.254], [2.354, 3.579, 0.349], [2.832, 2.652, 1.229], [6.008, 3.763, 1.347], [5.251, 5.263, -0.348], [2.697, 5.269, -0.962], [1.325, 3.530, -0.064], [2.197, 1.861, 1.609], [-1.166, -0.145, 1.946], [-0.455, 0.084, 0.825], [-0.603, 1.286, 0.217], [-0.044, 1.491, -1.026], [0.814, 0.503, -1.568], [1.127, -0.633, -0.813], [0.367, -0.901, 0.344], [-1.298, 2.006, 0.632], [-0.340, 2.402, -1.553], [1.326, 0.665, -2.507], [1.762, -1.485, -1.126], [0.473, -1.849, 0.860], [4.408, -3.007, -3.907], [3.491, -2.182, -4.750], [2.211, -1.856, -4.009], [1.539, -3.044, -3.783], [0.116, -2.864, -3.448], [4.036, -0.878, -5.142], [3.893, -3.898, -3.622], [4.725, -2.525, -2.975], [5.345, -3.328, -4.500], [3.147, -2.778, -5.577], [1.575, -1.144, -4.537], [2.471, -1.329, -2.996], [-0.255, -2.323, -4.264], [-0.042, -2.324, -2.517], [-0.325, -3.869, -3.429], [4.423, -0.375, -4.347], [4.796, -1.000, -5.837], [1.841, 1.190, 6.612], [0.871, 0.082, 6.219], [1.091, -0.429, 4.762], [2.435, -0.676, 4.480], [2.541, -1.293, 3.227], [0.929, -1.041, 7.149], [2.842, 0.860, 6.539], [1.673, 1.345, 7.679], [1.666, 2.077, 6.026], [-0.117, 0.497, 6.380], [0.706, 0.284, 4.017], [0.498, -1.331, 4.672], [1.999, -0.712, 2.463], [2.074, -2.298, 3.304], [3.604, -1.479, 2.911], [1.840, -1.248, 7.510], [0.564, -1.879, 6.660], [2.973, 4.007, -4.069], [3.558, 2.625, -3.877], [4.074, 2.323, -2.444], [4.612, 1.018, -2.402], [4.574, 0.667, -1.003], [2.578, 1.630, -4.324], [2.947, 4.216, -5.131], [3.548, 4.778, -3.555], [1.959, 4.041, -3.685], [4.420, 2.554, -4.523], [3.201, 2.370, -1.765], [4.844, 3.044, -2.135], [5.055, 1.486, -0.412], [5.066, -0.321, -0.750], [3.523, 0.684, -0.663], [3.113, 0.946, -4.828], [1.939, 2.140, -4.920], [-4.418, -1.533, 4.494], [-3.563, -2.642, 5.070], [-2.111, -2.249, 4.991], [-1.252, -3.187, 5.670], [-1.038, -4.456, 4.875], [-3.962, -3.097, 6.412], [-5.441, -1.835, 4.341], [-3.990, -1.199, 3.519], [-4.433, -0.697, 5.163], [-3.663, -3.500, 4.355], [-1.932, -1.324, 5.577], [-1.694, -2.195, 3.939], [-1.978, -4.932, 4.514], [-0.579, -5.162, 5.563], [-0.351, -4.234, 4.042], [-3.230, -3.449, 7.044], [-4.392, -2.367, 6.926], [-2.391, -2.528, -7.200], [-3.562, -1.603, -6.670], [-3.312, -0.991, -5.358], [-3.423, -2.005, -4.400], [-3.407, -1.530, -3.085], [-3.653, -0.562, -7.629], [-2.651, -2.917, -8.184], [-2.222, -3.353, -6.524], [-1.434, -1.916, -7.141], [-4.465, -2.202, -6.641], [-4.052, -0.237, -5.227], [-2.264, -0.597, -5.261], [-3.300, -2.347, -2.449], [-4.347, -1.025, -2.853], [-2.554, -0.804, -2.837], [-4.435, 0.054, -7.561], [-3.555, -0.868, -8.567], [-1.465, 2.439, 3.522], [-2.039, 2.045, 4.890], [-1.513, 3.027, 5.973], [-1.756, 2.511, 7.243], [-1.107, 3.207, 8.281], [-3.492, 2.058, 4.848], [-1.994, 1.827, 2.808], [-0.442, 2.039, 3.509], [-1.503, 3.530, 3.405], [-1.831, 0.981, 5.044], [-2.159, 3.907, 5.825], [-0.487, 3.406, 5.956], [-0.046, 3.227, 8.220], [-1.337, 2.653, 9.199], [-1.524, 4.194, 8.417], [-3.756, 3.068, 4.815], [-3.843, 1.742, 5.777], [-5.198, 3.300, -6.435], [-4.236, 2.506, -5.522], [-2.847, 3.082, -5.494], [-2.141, 2.605, -4.334], [-0.744, 2.599, -4.598], [-4.890, 2.471, -4.250], [-4.849, 3.295, -7.488], [-5.440, 4.259, -5.994], [-6.110, 2.673, -6.365], [-4.289, 1.507, -5.888], [-2.999, 4.194, -5.498], [-2.194, 2.911, -6.373], [-0.614, 1.958, -5.488], [-0.271, 2.148, -3.703], [-0.309, 3.572, -4.705], [-4.254, 2.034, -3.582], [-5.045, 3.407, -3.870], [2.977, -4.789, 6.276], [4.358, -4.102, 6.358], [5.169, -4.492, 5.136], [6.391, -3.820, 5.018], [7.526, -4.506, 4.443], [4.175, -2.659, 6.449], [3.129, -5.806, 5.884], [2.196, -4.404, 5.585], [2.578, -4.836, 7.315], [4.947, -4.417, 7.249], [4.583, -4.242, 4.212], [5.375, -5.577, 5.095], [7.450, -4.803, 3.338], [7.686, -5.361, 5.118], [8.292, -3.791, 4.579], [4.975, -2.079, 6.141], [3.385, -2.327, 5.920]],
  "atomic_forces_ev_per_a": [[-0.1517, 0.4164, 0.3811], [1.3957, -1.0100, -1.0838], [-0.4862, 0.3596, 0.6200], [-0.5754, 0.9954, 0.0687], [-0.5496, 0.6413, 0.2508], [-0.5182, 1.5534, -0.7532], [0.3593, -0.7399, 1.1086], [-0.8529, 0.0151, 0.3747], [0.5011, 0.0140, -0.2694], [0.5456, -1.6127, 0.0648], [0.5207, -0.0245, -0.4898], [0.0003, -0.3596, -0.1703], [-0.8893, -0.1972, -0.3303], [1.6000, -0.3046, 0.2115], [-0.0652, 0.3151, 0.2666], [-0.0281, 0.7942, -1.3799], [0.5147, -1.3110, 2.1020], [0.5777, 0.4960, -0.5416], [-0.8865, 0.5588, -0.6399], [-0.0775, -0.2455, 0.4910], [0.0022, 0.0506, 0.2590], [-0.3242, 0.1593, -0.3042], [-0.5875, -0.2253, 0.0124], [0.1326, -0.1393, -0.1258], [-1.0367, 0.7720, -0.6230], [1.7312, -0.1009, 0.7514], [0.2577, -1.0668, -0.7663], [-0.2136, 0.0374, 0.0623], [0.7868, 1.2401, -1.0179], [-0.7622, 0.3535, 0.8013], [-0.8304, -0.5680, 0.6604], [0.2664, 0.2324, 0.1304], [0.0311, 0.3510, 0.2025], [-0.2153, -0.8263, 0.0621], [0.3372, -0.5819, 0.2155], [-0.2939, 0.1702, -0.5617], [-0.3812, 0.0696, -0.6498], [0.4855, -0.0084, 1.6872], [-0.9716, 0.0749, -0.0727], [0.0693, 0.0567, -0.0961], [-0.2377, 0.2314, 0.9056], [0.9084, -0.2361, 0.8819], [0.3126, -0.4262, -1.1855], [1.1015, -0.0480, 0.6316], [-0.4125, -0.0487, -0.6146], [-0.9460, 0.1427, -0.4743], [0.1947, -0.0150, -0.5818], [-0.2119, 0.1997, -0.3624], [-0.0912, -0.1791, 0.2375], [0.1759, 0.7357, -0.6843], [-0.1072, 0.2970, -0.3545], [0.6856, 0.4375, 1.3279], [-0.2243, -0.3634, -0.2488], [-0.7354, -0.0079, -0.3904], [0.0688, -0.0618, -0.0032], [0.2681, -0.2019, 0.3066], [-0.1588, -0.0960, -0.2414], [0.1493, 0.0944, -0.0576], [-0.2712, -0.6608, 0.1556], [0.2477, 0.0197, 0.0409], [0.4536, 0.1370, 0.3532], [-1.4937, -2.2598, -0.8995], [0.5668, 1.6224, 0.3682], [0.1081, -0.7263, 0.4370], [-0.2891, 0.0985, -0.4851], [-0.4759, -1.3922, -0.0151], [0.2935, 1.3075, -0.8095], [-0.0844, -0.5404, -0.1354], [0.2971, 0.6581, 0.2120], [0.0867, 0.4052, 0.4425], [0.1362, 0.3523, -0.1027], [0.1466, 0.3830, 0.5174], [0.8849, 0.8668, 0.1100], [-1.6824, -0.3859, -0.7160], [1.2272, 0.0193, 0.9095], [-1.3382, -0.9291, -0.6464], [0.9426, 1.4152, -0.6391], [0.2967, 0.9508, 0.2848], [0.1243, -0.7226, -0.4674], [-0.1908, 0.2792, -0.0067], [0.3104, -0.2158, 0.8301], [-0.1287, -0.7443, 0.2946], [-0.3745, -0.1379, -0.3565], [0.1763, -0.3767, 0.5995], [-0.3558, -0.0204, 0.6390], [-2.0792, -0.1889, -2.6278], [0.1549, -0.1972, 1.2304], [0.7972, -0.1371, -0.0076], [0.4250, 0.5593, 0.5238], [-1.7711, 0.0324, -1.0405], [1.5832, -0.1228, -1.0658], [0.3257, 0.2880, 1.0604], [0.2582, 0.0057, 0.0861], [-0.0612, -0.2480, -0.2442], [-0.0709, -0.2403, 0.2056], [0.7046, 0.0344, 1.3052], [-0.1034, -0.0425, 0.3913], [1.2450, 0.2524, -0.2029], [2.0617, -1.2173, 0.8161], [-1.4316, 1.5725, -0.9147], [0.4694, 0.4380, 0.1867], [-1.3871, 1.2345, -2.1783], [-1.0018, -0.7698, 0.7596], [-0.6290, -0.0907, 0.1596], [-0.5279, -0.1993, 0.1093], [0.5028, -0.7436, 0.4146], [0.6501, -0.1391, 0.7951], [0.0385, -0.0618, -0.0185], [-0.0846, -0.2826, 0.2774], [0.0857, -0.8141, 0.6678], [-0.9897, 1.0446, -0.5618], [0.5569, -0.6660, -0.5168], [0.4390, 0.5049, 0.4932], [-1.4020, -0.8775, 0.3529], [1.0431, -0.1135, -0.3609], [0.0950, 0.0726, 0.0590], [0.3941, -0.3247, -0.0206], [-0.0517, 0.1227, -0.1766], [-0.2069, 1.0903, -0.0863], [-0.0434, 0.1191, 0.0648], [1.9347, -0.5949, -0.5851], [-0.4764, 1.3949, 0.7316], [0.4414, 1.1575, 2.0297], [-1.7018, -0.9428, 0.9223], [1.9721, -1.2263, -0.0194], [0.9691, -0.2942, -1.4629], [-0.3052, -0.8842, 0.2327], [0.0050, 0.2266, -0.2692], [-1.3662, 0.5818, 0.8977], [0.2348, 0.0479, -0.8689], [0.1008, 0.0975, -0.3789], [-0.2276, -0.7096, -1.5689], [-1.1696, 0.9362, -1.1049], [0.1020, -0.0280, 0.1620], [0.1276, 0.3740, 0.1192], [0.1101, -0.3633, 0.1695], [-0.6328, 0.1622, 0.7563], [-1.0769, -0.7582, 0.7708], [0.8578, -0.4193, -0.4383], [-0.8798, 1.2518, 0.7412], [0.7447, 0.0409, 0.2825], [0.4217, -1.0533, -0.4235], [-0.7503, -0.7754, -0.3623], [1.2351, -0.2718, -0.4295], [-0.0864, 0.5038, -0.0222], [0.0623, 0.4256, -0.1070], [-0.4386, 0.0884, -0.7213], [-0.0988, 0.0852, 0.0715], [-0.2100, -0.5243, -0.2438], [0.2783, -0.1244, 0.0250], [0.0158, 0.2681, -0.3228], [-0.8870, 0.5785, 0.5369], [0.5942, -0.0549, -0.0846], [0.2835, 0.5583, 0.7641], [0.2878, 0.0396, 0.5927], [0.4614, -0.1928, 0.6784], [-1.1428, 0.3290, -1.2092], [-0.0001, -0.4945, 1.0839], [0.4245, -0.1215, 0.5313], [0.1527, 0.7860, 0.7930], [-0.0553, 0.2615, -0.2410], [0.0242, 0.0698, -0.1202], [-0.2744, 0.0542, 0.1734], [0.6631, 0.0465, -0.2826], [0.4124, 0.1471, -0.2175], [-0.2295, 0.0145, -0.0228], [0.0216, -0.7468, -0.4237], [-0.5274, 1.0815, -0.7386], [0.3534, -0.4041, -0.1291], [-0.6116, -0.6202, -0.5857], [-0.0608, -0.5142, -0.3990], [0.4717, -0.1009, -0.5240], [0.2276, -1.4289, -0.6892], [1.7985, -0.1960, 0.1994], [-0.0376, -2.0273, -1.1989], [-0.5062, 1.4305, 0.9132], [0.1861, -0.3857, -0.1440], [-0.3883, -0.2520, -0.1170], [-0.3326, -0.1986, 0.6525], [0.0707, 0.7561, 0.3974], [-0.0844, 0.4073, 0.6750], [-0.1262, -0.1057, -0.5792], [-0.8803, 0.4699, 0.7910], [0.5503, 0.6961, 0.2068], [0.1413, 0.1436, 0.0390], [-0.3412, -0.0943, 0.1304], [-0.0065, 0.1628, -1.0929], [-0.6077, 0.8761, 0.3481], [0.0990, 1.4247, 1.4916], [1.3742, -1.7017, -1.8823], [1.6519, -0.7366, 0.8447], [0.0319, -0.4712, 0.4905], [0.5539, 2.1382, -0.3157], [0.4122, 1.4862, -0.4771], [0.3294, 0.1679, -0.0593], [-0.1564, -0.3999, 0.1661], [-1.1202, -0.6658, -0.6547], [-0.3757, -0.3551, 0.3548], [-0.5160, 0.8641, 0.5872], [-0.8380, 0.3013, -0.4073], [0.0806, -1.4860, 1.1251], [-0.0402, 0.1230, 0.0844], [-0.8452, -0.7728, -0.6214], [-0.5560, 0.1552, 0.1628], [0.0231, -0.2889, -0.7494], [0.2977, -0.6919, 1.2173], [0.6023, 0.1276, -0.1732], [-0.6108, -0.0529, -0.2244], [0.1063, -0.6053, 0.5196], [-1.4702, -0.8131, 0.9849], [-1.0149, 1.2186, 0.9076], [-0.2732, 0.4985, -0.4674], [0.0329, 0.6360, -0.1701], [-0.0028, -0.3047, -0.4838], [0.6554, 0.2790, 0.4320], [0.1296, 0.3540, -0.0487], [0.2775, -0.4664, -0.6918], [1.0824, 0.1277, -0.5677], [-0.0054, 0.0720, -0.1499], [0.0124, 0.6030, -0.1424], [-0.1337, -0.9981, -0.1109], [0.2984, 0.2550, -0.8646], [0.0214, -1.7605, -0.1950], [-1.0484, 0.9512, -1.0331], [0.5996, 0.8871, 0.1377], [-0.0988, 0.7185, -0.8178], [-0.5137, -1.7441, 0.9847], [0.1498, -0.1105, 1.6584], [-0.2495, 0.5000, 0.6174], [0.1920, 0.4442, -0.3050], [0.2138, 0.6129, -0.3687], [0.5942, -0.7146, -0.3478], [0.4292, -0.4482, 0.4981], [-0.7282, -0.3566, 0.0612], [0.6025, 0.3327, 0.2913], [-0.1307, 0.0147, -0.6799], [0.1067, 0.8984, -0.4307], [-0.1602, 0.0284, 0.0109], [0.0244, -0.1604, -0.2568], [0.1709, -0.7609, 0.7499], [0.1923, 0.7016, -0.5834], [-0.0792, -0.8019, -1.8117], [0.7234, 0.7291, -0.1511], [-1.8937, -0.6577, 0.1861], [0.4803, 0.9110, 0.1736], [-0.0213, -0.0222, 0.4958], [0.7770, 0.5938, 0.4518], [-0.0651, -0.0859, -0.8797], [-0.6207, -0.0889, -0.3563], [0.0151, -0.2710, 0.5342], [-0.2896, 0.0936, 0.2456], [-0.2535, 0.3258, 1.5462], [0.3716, -0.1434, -0.6802], [1.1107, 0.5189, -0.0911], [-0.4382, -0.9109, 0.3327], [-0.2547, -0.0452, -0.2355]],
  "total_energy_ha": -5626.730061,
  "molar_mass_g_mol": 1674.1,
  "largest_force_ev_per_a": 3.36
}